# C27H52IrP2Si

C27H52IrP2Si as an isolated structure at a distorted geometry (the ωB97M-V functional and the def2-TZVPD basis, OMol25).

Atoms and positions in Å:
Ir  -0.2132  -0.9508  1.0482
C  -1.9228  -0.4773  2.2492
C  -3.0466  -0.5406  1.3262
C  -2.3407  -2.7096  1.6227
C  -1.4871  -1.8839  2.4754
C  -3.2501  -1.8827  0.9522
C  -1.7727  0.5507  3.3215
H  -2.1283  1.5244  2.9908
H  -0.7257  0.6456  3.6259
H  -2.3523  0.2551  4.2052
C  -1.0250  -2.3437  3.8231
H  -0.3620  -1.6158  4.2910
H  -0.5080  -3.3030  3.7489
H  -1.8932  -2.4844  4.4876
C  -2.3663  -4.1872  1.6055
H  -3.2208  -4.5755  2.1800
H  -1.4530  -4.6056  2.0391
H  -2.4678  -4.5722  0.5808
C  -4.3508  -2.3977  0.0865
H  -5.1639  -2.8324  0.6907
H  -3.9813  -3.1943  -0.5780
H  -4.7779  -1.6019  -0.5352
C  -3.9771  0.5684  1.0266
H  -4.9629  0.3863  1.4861
H  -4.1496  0.6779  -0.0542
H  -3.6018  1.5253  1.4042
C  2.5584  3.6320  -1.3875
C  1.5374  4.4068  -0.9828
C  0.8505  5.3815  -1.8969
C  0.4959  4.8677  -3.3279
C  0.1218  3.4258  -3.4104
C  0.9873  2.4406  -3.6794
C  2.4814  2.6320  -3.7635
C  3.1085  3.6634  -2.7838
H  1.4727  6.2881  -2.0096
H  1.3165  5.1181  -4.0203
H  -0.0872  5.7118  -1.4266
H  3.0471  4.6751  -3.2199
H  3.1275  3.0330  -0.6662
H  1.2769  4.4843  0.0802
H  4.1883  3.4315  -2.7132
H  2.9666  1.6614  -3.5709
H  0.6177  1.4446  -3.9574
H  2.7728  2.9164  -4.7893
H  -0.3699  5.4631  -3.6652
H  -0.9490  3.2137  -3.3348
P  0.8206  0.9306  0.4549
P  -0.3201  -1.5022  -1.1775
C  1.4860  0.6658  -1.2372
C  1.1016  -0.6316  -1.9545
H  2.5799  0.7803  -1.2107
H  1.1142  1.5345  -1.7952
H  0.8027  -0.4288  -2.9947
H  1.9652  -1.3091  -1.9903
C  -0.2878  -3.2556  -1.6080
H  -1.2400  -3.7123  -1.2990
H  0.5420  -3.7791  -1.1172
H  -0.1822  -3.3418  -2.7006
C  -1.8202  -0.8168  -1.9312
H  -1.5855  -0.4565  -2.9430
H  -2.2309  0.0097  -1.3358
H  -2.5743  -1.6138  -1.9937
C  2.1532  1.4692  1.5449
H  1.7614  1.4726  2.5728
H  2.4878  2.4837  1.2854
H  3.0036  0.7747  1.4791
C  -0.4634  2.2197  0.3957
H  -1.4019  1.8204  -0.0134
H  -0.1493  3.0702  -0.2215
H  -0.6349  2.5846  1.4189
C  3.0281  -2.2718  0.2817
Si  1.5850  -2.3518  1.5477
C  1.1728  -4.2234  1.6880
C  2.3432  -1.8838  3.2379
H  2.7900  -2.7876  -0.6598
H  3.8637  -2.8052  0.7638
H  3.3579  -1.2484  0.0565
H  2.1296  -4.7564  1.5654
H  0.4845  -4.5879  0.9147
H  0.7619  -4.4912  2.6709
H  3.3221  -2.3838  3.3050
H  2.4925  -0.8033  3.3565
H  1.7204  -2.2399  4.0686

Charge ... +2
Spin multiplicity ... 6
<S²> ... 8.7605
Total energy ... -2135.81937 a.u.
HOMO-LUMO gap (alpha / beta) ... 7.63 / 4.85 eV
Strongest force on any atom ... 2.90 eV Å⁻¹

Atom charges from the Löwdin analysis, given in e for atoms 1 to 8: atom 1 (Ir): 0.98, atom 2 (C): -0.38, atom 3 (C): -0.20, atom 4 (C): -0.21, atom 5 (C): -0.39, atom 6 (C): -0.19, atom 7 (C): -0.02, atom 8 (H): 0.08